Entry from the Open Molecules 2025 dataset: 11 unconnected molecules or ions with the total composition C24H69N11O16 (wB97M-V/def2-TZVPD).

Total charge: 0
E_HOMO in eV: -8.8
SMILES: CC1(C)CCCC(C)(C)N1O.NC(N)=O.NC(N)=O.NC(N)=O.NC(N)=O.NC(N)=O.OCCO.OCCO.OCCO.OCCO.OCCO
Kohn-Sham gap in eV: 8.863
Multiplicity: 1

XYZ file:
```
120
C24H69N11O16 | the Open Molecules 2025 dataset | wB97M-V/def2-TZVPD
C 1.75 2.31 2.08
C 1.25 1.93 3.47
C 1.88 0.62 3.90
C 1.59 2.97 4.54
C 0.96 4.33 4.31
C -0.54 4.11 4.31
C -1.07 2.97 3.44
C -2.49 2.62 3.88
C -1.19 3.48 1.95
N -0.21 1.78 3.55
O -0.65 0.69 2.73
H 1.33 3.28 1.80
H 2.82 2.52 2.01
H 1.51 1.55 1.34
H 1.58 0.32 4.90
H 1.74 -0.14 3.13
H 2.95 0.81 4.00
H 1.15 2.53 5.44
H 2.66 3.04 4.71
H 1.27 5.04 5.07
H 1.27 4.75 3.34
H -1.11 4.99 4.00
H -0.89 3.91 5.33
H -2.39 2.21 4.90
H -2.99 1.83 3.33
H -3.11 3.51 3.97
H -2.21 3.84 1.80
H -0.95 2.78 1.17
H -0.60 4.39 1.77
H -0.56 0.95 1.79
N -1.07 -3.84 4.23
C -0.67 -2.71 3.56
N -0.05 -1.77 4.35
O -0.71 -2.61 2.31
H -0.95 -3.97 5.21
H -1.42 -4.58 3.65
H -0.23 -1.69 5.33
H 0.29 -0.93 3.90
N -4.37 -4.60 1.03
C -4.14 -4.40 -0.31
N -2.77 -4.27 -0.61
O -5.02 -4.17 -1.14
H -3.56 -4.70 1.61
H -5.25 -4.49 1.50
H -2.62 -3.85 -1.50
H -2.15 -4.10 0.15
N 0.97 -0.92 -2.20
C 0.75 -0.98 -0.84
N -0.27 -1.82 -0.46
O 1.40 -0.31 -0.02
H 0.43 -1.43 -2.85
H 1.58 -0.17 -2.49
H -0.98 -2.11 -1.11
H -0.46 -1.92 0.53
N -5.70 -0.70 1.92
C -4.60 -1.27 2.57
N -3.39 -0.63 2.22
O -4.65 -2.18 3.41
H -5.70 0.14 1.40
H -6.58 -1.05 2.30
H -2.53 -0.95 2.61
H -3.51 0.12 1.58
N 2.50 -3.00 1.82
C 2.35 -4.33 1.43
N 1.05 -4.77 1.32
O 3.35 -5.00 1.14
H 1.70 -2.41 1.98
H 3.39 -2.57 1.77
H 0.23 -4.20 1.50
H 0.92 -5.68 0.91
O 3.07 0.58 -3.66
C 3.35 1.98 -3.83
C 2.07 2.72 -3.82
O 1.16 2.29 -4.85
H 3.87 0.05 -3.68
H 4.00 2.27 -3.02
H 3.86 2.02 -4.80
H 2.29 3.78 -3.99
H 1.54 2.72 -2.86
H 0.44 2.94 -4.83
O -2.49 1.03 -0.25
C -1.46 1.46 -1.17
C -1.82 2.66 -2.00
O -1.92 3.79 -1.14
H -3.17 0.59 -0.78
H -0.56 1.68 -0.60
H -1.23 0.59 -1.81
H -2.77 2.63 -2.55
H -0.99 2.77 -2.70
H -2.68 3.73 -0.55
O 2.93 -0.98 -6.17
C 1.74 -1.75 -6.22
C 0.51 -0.91 -6.52
O 0.08 -0.24 -5.36
H 2.78 -0.33 -5.46
H 1.83 -2.64 -6.84
H 1.59 -2.16 -5.21
H -0.28 -1.58 -6.85
H 0.68 -0.27 -7.40
H 0.54 0.61 -5.16
O 7.43 -0.75 1.06
C 6.49 0.01 0.30
C 5.09 -0.39 0.67
O 4.19 0.48 -0.03
H 8.26 -0.67 0.59
H 6.69 1.09 0.40
H 6.68 -0.14 -0.77
H 4.93 -0.25 1.74
H 4.97 -1.45 0.44
H 3.27 0.12 -0.03
O -2.82 0.30 -5.97
C -3.38 0.16 -4.67
C -3.26 -1.29 -4.20
O -1.89 -1.53 -3.82
H -1.85 0.38 -5.92
H -2.88 0.80 -3.94
H -4.44 0.43 -4.75
H -3.55 -2.00 -4.97
H -3.84 -1.42 -3.28
H -1.35 -0.98 -4.41
```